No. 1
56
Properties=species:S:1:pos:R:3:forces:R:3 method="wB97M-V/def2-TZVPD" e_tot_ha=-5016.6211 homo_energy_ev=-15.599 total_charge=+3 de_lowest_kj_mol=206.14 spin_multiplicity=1
K -4.3344 5.4255 -4.2654 -0.3663 -0.1337 -0.8580
K -2.2680 3.9282 -1.2036 0.5475 -0.2819 -0.5786
K -2.2788 0.3146 -1.4621 0.0606 -1.0672 -0.5833
K -4.6301 1.7498 -5.8220 -0.1999 -0.4415 -0.4856
K -6.1856 4.3942 -1.1847 -0.8483 -0.6490 -0.3169
K -4.2089 1.8670 1.4282 -0.4897 -0.6343 0.1473
P -4.6027 1.9278 -2.8231 -0.5241 -2.0869 -0.7609
O -4.4138 2.0040 -1.2649 0.9605 1.1455 0.6090
O -3.6162 2.9123 -3.5451 -0.5207 1.3782 0.7272
O -6.0547 2.2389 -3.1667 0.1938 1.3749 0.6898
O -4.3141 0.5100 -3.3814 0.5140 1.3213 0.9315
C -9.0654 -1.0700 -4.7211 -0.1631 -0.3185 -0.3346
C -7.8458 -0.6246 -3.9590 -0.2547 0.5411 0.1765
O -8.2047 0.5007 -3.1377 -0.0041 -0.3086 -0.1060
H -9.6125 -0.2038 -5.0878 -0.0323 -0.0195 -0.1308
H -9.7332 -1.6671 -4.1025 -0.0526 0.1685 0.1467
H -8.7888 -1.7171 -5.5596 0.0068 0.1499 0.0066
H -7.0503 -0.2997 -4.6619 -0.1060 -0.3379 0.3116
H -7.5239 -1.4652 -3.3321 0.4541 0.2438 -0.0729
H -7.4336 1.0738 -3.0476 0.0527 -0.1882 0.0090
C 0.4780 0.5157 -3.8371 -0.6912 -1.4401 -0.1453
C -0.2477 1.7610 -4.2213 0.7174 0.6462 0.7380
O -1.1861 2.1363 -3.1533 0.0194 0.2959 -0.3122
H 1.0933 0.1515 -4.6613 0.3856 0.3886 0.1529
H -0.2131 -0.3410 -3.7234 -0.0302 0.3902 0.1658
H 1.0524 0.6312 -2.9213 0.2350 0.0487 -0.0764
H -0.7469 1.6539 -5.1799 -0.2927 0.0092 0.0788
H 0.5099 2.5523 -4.2687 -0.3224 0.0967 -0.2997
H -1.9840 2.5549 -3.5593 0.1326 -0.6165 0.1350
C -4.4548 -1.7803 -6.4014 -0.4410 0.6230 -0.0819
C -3.0631 -1.7126 -5.7667 -0.5317 -0.3242 -0.9895
O -2.7234 -0.3895 -5.3347 -0.4993 -0.0108 0.3942
H -5.2474 -1.4248 -5.7208 0.2317 -0.3227 0.0731
H -4.7139 -2.7833 -6.7425 0.0752 -0.0620 0.2391
H -4.5561 -1.1522 -7.3026 0.4006 -0.0750 0.1676
H -2.3589 -2.0300 -6.5388 0.2357 0.2502 0.2462
H -3.0039 -2.4425 -4.9586 0.0928 0.1586 0.1860
H -3.3261 -0.1838 -4.5767 0.5333 -0.1286 -0.3165
C -5.1616 -3.8770 -1.7110 -1.0726 0.2103 -0.7010
C -4.6818 -2.6847 -2.5088 0.8171 0.1736 1.5155
O -4.7814 -1.4808 -1.6924 0.3141 0.2691 -0.5777
H -6.2392 -3.7446 -1.5575 0.1364 -0.1743 0.1609
H -4.6982 -4.0193 -0.7436 0.3449 0.0916 0.0373
H -5.0413 -4.7624 -2.3375 0.0821 -0.1211 0.2267
H -5.2876 -2.5745 -3.4048 0.1725 0.0502 -0.2286
H -3.6078 -2.8327 -2.7119 -0.3021 0.0350 -0.5294
H -4.6995 -0.7241 -2.3298 -0.3895 -0.6276 0.4087
C -8.2691 4.3664 -6.7373 -0.7550 0.7690 0.0064
C -7.9130 3.4443 -5.6283 0.1026 -0.8009 0.8440
O -6.7742 3.9774 -4.8886 0.4688 -0.0669 0.1388
H -8.9118 3.8794 -7.4672 0.1232 -0.0895 -0.1091
H -7.3981 4.7958 -7.2276 0.1169 -0.2012 -0.1448
H -8.8594 5.1987 -6.3408 0.1574 0.0351 -0.0936
H -7.7250 2.4129 -5.9808 0.4708 0.3263 -0.0392
H -8.7245 3.2861 -4.9088 -0.0745 0.2958 -0.1965
H -6.5771 3.3404 -4.1414 -0.1924 0.0421 -0.6012

***

No. 2
48
Properties=species:S:1:pos:R:3:forces:R:3 method="wB97M-V/def2-TZVPD" e_tot_ha=-1484.4159 homo_energy_ev=-12.126 total_charge=+1 spin_multiplicity=1
K -0.3318 -0.8366 0.7385 0.0941 -0.1196 -0.2858
C -1.7717 -5.0088 4.1900 0.1620 0.0921 -0.8640
C -2.4244 -3.6318 4.3770 -0.4147 -0.5301 -0.6429
O -1.4469 -2.6096 4.2746 1.3945 0.4032 0.6662
H -2.4665 -5.8049 3.9224 -0.4257 0.2794 0.1276
H -1.2085 -5.3998 5.0374 -0.1123 0.5183 0.2689
H -1.0750 -4.9852 3.3521 0.1107 0.1739 -0.0699
H -3.0028 -3.6825 5.2995 0.2257 0.5900 0.3391
H -3.0880 -3.2787 3.5877 -0.7714 -1.3378 -0.2078
H -1.8701 -1.7490 4.3174 -0.1837 -0.0950 0.2861
C 3.1363 2.1678 -1.5318 1.1963 -0.9278 -0.2162
C 3.8434 0.7700 -1.6741 0.1433 1.3911 0.9474
O 3.3454 -0.1721 -0.7415 -1.3361 -0.7928 0.3665
H 3.4983 2.7969 -2.3450 -0.1567 -0.0158 -0.1752
H 3.4797 2.6706 -0.6277 -0.3078 -0.1796 0.1879
H 2.0483 2.1232 -1.5786 0.0658 -0.1650 0.0433
H 4.8633 0.8170 -1.2925 0.4600 0.9531 -1.1472
H 3.7978 0.4205 -2.7055 -0.0242 -0.1877 0.0559
H 4.1062 -0.6463 -0.3982 -0.2244 -0.1224 0.0263
C 1.0454 -3.9720 -3.0536 0.6310 0.9341 -0.7521
C 0.7769 -4.4707 -1.6659 -0.6846 -1.0589 -0.4134
O -0.5251 -4.0563 -1.3326 -0.9666 0.7191 0.9062
H 0.3294 -4.3541 -3.7811 -0.0049 -0.8155 0.1467
H 2.0476 -4.1638 -3.4368 -0.0195 -0.0441 0.0761
H 0.8175 -2.9121 -3.1660 0.4842 0.3726 0.4721
H 1.4010 -4.1963 -0.8155 0.3944 0.3525 -0.4818
H 0.7474 -5.5598 -1.7012 0.4445 -0.2601 0.1391
H -1.0625 -4.1680 -2.1202 -0.2427 0.0051 0.0449
C -1.8742 0.5806 -4.5222 0.1697 -3.9869 1.4282
O -1.9652 0.1175 -3.3981 -0.8611 -0.2793 1.3139
N -1.4695 1.7490 -4.7814 1.6389 6.3628 -0.0091
N -2.0069 -0.1295 -5.6263 -0.6267 -2.3997 -2.6111
H -1.4826 2.3824 -3.9948 0.3376 0.1994 -0.4361
H -1.2423 2.0713 -5.7112 -0.3192 0.1810 0.4430
H -2.1795 -1.1228 -5.5655 0.1396 0.2872 0.0673
H -1.5017 0.2012 -6.4359 -0.3987 -0.3979 -0.0470
C 0.8212 5.2077 2.4074 -0.8401 -0.6696 0.0986
C -0.3150 4.3840 3.0779 0.3510 3.0849 0.0862
C -1.5499 5.3467 3.3499 0.4124 -0.8892 -0.1364
O -0.7287 3.2996 2.2570 0.1963 -0.1275 0.2228
H 1.0724 6.1503 2.8938 -0.2661 -0.2195 0.5731
H 0.4425 5.5315 1.4379 0.4421 -0.4113 -0.3852
H 1.7168 4.5865 2.4136 0.0756 0.1641 -0.6514
H 0.1413 3.9681 3.9762 -0.4523 0.0786 0.4293
H -2.4508 4.7406 3.2547 -0.1632 0.0234 0.3715
H -1.6802 6.1351 2.6086 0.4417 -0.1621 -0.3576
H -1.5454 5.8791 4.3010 0.2018 -0.3792 0.1812
H -1.2129 2.8136 2.9286 -0.4108 -0.5916 -0.4252

***

No. 3
51
Properties=species:S:1:pos:R:3:forces:R:3 method="wB97M-V/def2-TZVPD" e_tot_ha=-1751.0234 homo_energy_ev=-12.111 total_charge=+1 de_lowest_kj_mol=176.93 spin_multiplicity=1
K -8.8772 2.5040 -13.4123 0.0692 0.1519 0.0918
C -12.9624 4.1671 -10.7713 1.3580 0.2133 -0.4216
C -12.9136 4.6317 -12.2385 -0.2541 1.0360 -0.0667
O -11.6585 5.2351 -12.6432 -0.2042 -1.0683 0.3534
O -12.4479 5.2437 -9.9813 -0.0247 0.0278 -0.0112
H -12.2881 3.3158 -10.6782 -0.1232 -0.3138 0.1963
H -13.9478 3.9141 -10.3801 -0.1047 -0.0678 -0.4998
H -13.6721 5.4086 -12.3346 -0.2336 -0.0387 -0.2022
H -13.1029 3.8639 -12.9886 -0.1310 -0.1714 0.3229
H -11.4849 5.9656 -12.0450 -0.0850 0.1240 0.2450
H -11.6490 4.9432 -9.5419 -0.0615 0.0839 0.0755
C -9.8463 -1.9204 -16.8761 0.0662 0.4674 0.2889
C -8.3703 -2.1269 -17.1847 -0.9543 0.2386 0.8104
O -8.4449 -3.0777 -18.1704 0.8005 -1.4399 -1.9642
O -9.9850 -0.7405 -16.1012 -0.3244 0.4980 0.5593
H -10.2642 -2.7986 -16.3839 0.1452 -0.0637 0.3579
H -10.4277 -1.8383 -17.7944 0.3543 0.1750 -0.2849
H -7.8267 -2.5624 -16.3463 -0.0009 0.2522 0.3550
H -7.8846 -1.1924 -17.4656 -0.0847 0.0860 -0.1720
H -7.9551 -2.8187 -18.9544 0.0352 -0.0936 0.0377
H -10.8379 -0.3513 -16.3081 -0.0315 -0.0164 0.0755
C -10.8628 0.3660 -7.6882 0.8491 -0.6070 -1.4206
C -9.6249 0.1347 -8.6104 -0.3999 0.0763 1.3595
O -9.9284 0.3428 -9.9579 -0.2177 0.7870 -1.1363
O -11.6768 -0.7638 -7.9271 -0.4146 -0.3606 0.2834
H -11.3950 1.2336 -8.0781 0.1698 0.4842 0.2986
H -10.6228 0.4555 -6.6287 0.2520 0.1554 -0.0566
H -9.2722 -0.8943 -8.5406 0.0724 -0.0328 0.6749
H -8.8317 0.8250 -8.3235 0.0598 -0.0064 -0.1766
H -10.5986 -0.2902 -10.2257 -0.1283 -0.1750 0.1338
H -12.3581 -0.7648 -7.2508 -0.2372 -0.2339 -0.0991
C -8.6177 4.1844 -19.8567 1.7553 -0.2023 -0.6376
C -7.5822 4.1207 -18.7030 -0.9595 -0.1781 0.1026
O -8.2890 4.0836 -17.4986 -0.4307 -0.3512 1.8762
O -9.2462 5.4338 -20.1296 0.6193 -0.5159 0.7961
H -9.3865 3.4216 -19.7341 0.0767 0.1717 0.3277
H -7.9966 3.8800 -20.6991 -0.2709 -0.0436 -0.6959
H -6.7848 4.8514 -18.5673 -0.1756 0.7524 -0.9838
H -7.0034 3.1987 -18.7573 -0.3862 -0.3565 -0.2277
H -8.6866 4.9406 -17.3280 -0.0478 0.1045 -0.2018
H -8.4887 6.0140 -20.2350 -0.2050 0.5967 -0.2447
C -5.7419 5.6515 -11.5671 -0.2463 0.0065 1.0793
C -5.1496 4.3899 -10.9234 -0.2397 -1.1808 0.1571
O -6.0693 3.4616 -10.2932 -1.4790 0.9036 0.2622
O -6.2802 5.3895 -12.8410 -0.0258 -0.2926 -0.6246
H -5.0117 6.4604 -11.5902 0.7885 -0.4143 -0.3549
H -6.5236 6.1723 -11.0140 -0.2648 -0.6824 0.8890
H -4.3976 4.6454 -10.1768 0.1572 0.2626 -0.2903
H -4.7867 3.6678 -11.6548 1.0828 1.1653 -0.7572
H -5.5828 2.8385 -9.7485 0.1989 0.1563 -0.0296
H -6.4917 6.2615 -13.1823 -0.1632 -0.0694 -0.4500

***

No. 4
47
Properties=species:S:1:pos:R:3:forces:R:3 method="wB97M-V/def2-TZVPD" e_tot_ha=-816.3411 homo_energy_ev="-15.898 / -15.886" total_charge=+2 spin_multiplicity=2 s_squared=0.75
Li -0.4715 0.5372 1.3653 -0.5351 0.3255 0.2690
C -0.1068 3.8558 0.3180 -0.0268 0.1308 -1.4634
C -1.2049 3.1338 -0.4438 -1.2307 0.9822 1.8535
O -1.1135 1.7565 -0.0759 0.1932 -0.7776 -0.7927
H 0.1980 4.5883 -0.4295 0.7397 0.4281 0.6902
H 0.6835 3.1332 0.5213 0.2713 0.2933 -0.0066
H -0.4431 4.3381 1.2358 0.0358 -0.0742 -0.1618
H -1.3496 3.3631 -1.4995 0.9393 -0.6260 -0.2356
H -2.1246 3.5466 -0.0292 -0.4423 -0.2857 0.0490
H -1.6061 1.2351 -0.7140 -0.3429 -0.1559 -0.0033
O -0.6408 1.6243 3.0961 0.1238 -0.5176 -0.5448
H 0.1991 2.0735 3.0005 0.3132 0.3093 0.2799
H -1.2859 2.3296 3.1458 -0.3867 0.2182 0.1770
C 3.8589 0.3370 0.7133 0.1786 -0.7265 -1.5196
C 2.4086 0.6724 0.2936 2.4685 -0.4359 1.3704
C 1.9962 -0.0007 -1.0081 -0.1827 0.0477 0.9046
O 2.1903 -1.4091 -0.7024 0.8177 0.8653 -1.8514
C 3.1307 -2.0488 -1.5809 -0.2490 -0.6881 0.7488
N 1.6110 0.2519 1.4200 -1.4091 0.2989 0.3476
H 4.0031 -0.7279 0.8958 -0.3377 -0.0968 0.7192
H 4.0885 0.9427 1.5899 0.4520 -0.1094 -0.2693
H 4.5463 0.4544 -0.1244 0.3761 0.8920 0.1604
H 2.5119 1.7505 0.1699 -1.1596 0.1369 -0.3401
H 2.5661 0.4500 -1.8206 0.1498 -0.8723 -0.2920
H 0.9239 0.1370 -1.1472 -0.3163 -0.1563 0.0113
H 4.1145 -1.6053 -1.4269 0.2466 0.6844 -0.0037
H 2.8131 -1.8651 -2.6073 0.0225 -0.0668 -0.1566
H 3.2672 -3.0873 -1.2793 -0.5799 0.0030 -0.1563
H 1.6244 -0.7548 1.5005 -0.0748 -0.4832 -0.3058
H 2.1576 0.4784 2.2385 -0.2212 0.4895 0.4654
C -3.8473 -0.2798 0.5055 -1.4472 -0.3393 0.5871
C -2.8962 -1.4494 0.3955 0.6410 1.4261 -2.2012
C -2.2620 -1.7070 -1.0118 -1.5249 -0.9717 -0.1206
O -1.4094 -2.8759 -0.8866 -1.1849 0.9722 -0.0092
C -0.8061 -3.3885 -2.0734 0.5071 1.1240 0.1646
N -1.7017 -1.1076 1.1630 -0.0015 -0.6777 0.6104
H -3.4149 0.7166 0.4142 0.2169 -0.2199 -0.7135
H -4.2480 -0.2181 1.5172 0.2386 -0.3488 0.4475
H -4.7898 -0.4034 -0.0280 0.2848 0.1751 -0.6373
H -3.2634 -2.4133 0.7480 -0.5500 0.1434 -0.1240
H -1.7118 -0.8489 -1.3979 0.4771 0.2963 0.2471
H -3.0726 -1.8301 -1.7301 -0.0038 -0.5430 -0.1919
H -1.2428 -4.2980 -2.4860 -0.0202 -0.1031 0.5338
H 0.2349 -3.4699 -1.7605 0.1411 -0.8072 -0.4402
H -0.8136 -2.6514 -2.8763 -0.1929 0.2105 -0.1009
H -2.0452 -1.3257 2.0874 0.7905 0.0330 0.8520
H -1.2564 -1.9402 0.8045 1.7950 -0.4031 1.1530